# 1
ORCA calculation (ωB97M-V/def2-TZVPD) on a single CH3NOS molecule.

The geometry in XYZ format:
```
7
Properties=species:S:1:pos:R:3:lowdin_spin:R:1
C -0.80 -0.01 0.59 0.19
N 1.50 0.01 -1.01 0.67
O -1.23 0.75 -0.53 0.57
S 0.60 0.95 -0.23 0.52
H -1.31 0.31 1.49 0.01
H -0.55 -1.05 0.54 0.01
H 1.79 -0.95 -0.85 0.03
```

Results
**⟨S²⟩**: 2.009
**HOMO (alpha / beta)**: -6.26 / -10.03 eV
**Energy relative to the best compared isomer or geometry (same formula, charge and spin)**: 364.3 kJ/mol
**Spin multiplicity**: 3



# 2
ORCA calculation (ωB97M-V/def2-TZVPD) on a molecular structure, C37H52N10PS2Sr.

The geometry in XYZ format:
```
103
Properties=species:S:1:pos:R:3:lowdin_charge:R:1
Sr -0.45 -0.63 -0.53 1.18
C -2.77 -0.21 -3.75 -0.03
C -2.38 -1.41 -2.91 -0.22
C -1.21 -2.12 -3.22 -0.23
C -0.31 -1.61 -4.33 -0.04
C -0.88 -3.28 -2.50 -0.21
C 0.34 -4.07 -2.92 -0.03
C -1.71 -3.71 -1.45 -0.19
C -1.32 -4.95 -0.67 -0.05
C -2.87 -3.00 -1.14 -0.20
C -3.84 -3.48 -0.09 -0.05
C -3.18 -1.81 -1.83 -0.21
C -4.37 -0.98 -1.40 -0.05
H -2.55 -0.38 -4.80 0.08
H -2.22 0.69 -3.45 0.06
H -3.83 0.02 -3.66 0.08
H -0.66 -1.93 -5.31 0.09
H 0.71 -1.97 -4.21 0.06
H -0.26 -0.52 -4.32 0.07
H 1.27 -3.59 -2.62 0.09
H 0.37 -4.18 -4.00 0.08
H 0.33 -5.07 -2.49 0.06
H -1.58 -5.87 -1.21 0.09
H -1.80 -4.98 0.30 0.05
H -0.24 -4.97 -0.49 0.08
H -3.74 -2.89 0.83 0.04
H -3.70 -4.53 0.15 0.07
H -4.87 -3.37 -0.44 0.08
H -5.27 -1.24 -1.97 0.09
H -4.17 0.08 -1.53 0.02
H -4.58 -1.12 -0.34 0.07
N 0.56 0.84 4.33 0.03
C 0.52 0.14 3.07 -0.56
S -2.04 -0.69 1.77 0.19
N 1.24 0.63 2.14 -0.04
N 1.19 0.07 0.89 -0.30
C 2.20 0.60 0.03 -0.34
C 1.94 1.17 -1.35 -0.42
C 2.85 2.23 -1.84 -0.05
C 2.43 3.11 -2.76 -0.14
C 1.09 3.05 -3.28 -0.14
C 0.27 2.08 -2.78 -0.26
N 0.59 1.17 -1.83 -0.10
H 1.03 0.28 5.04 0.05
H 1.14 1.66 4.17 0.06
H 3.05 1.03 0.55 0.14
H 3.86 2.25 -1.43 0.11
H 3.10 3.89 -3.11 0.09
H 0.73 3.75 -4.03 0.07
H -0.76 2.04 -3.12 0.07
C -3.34 2.60 2.61 -0.06
N -2.11 2.95 1.92 -0.12
C -0.90 3.27 2.54 -0.08
C 0.02 3.38 1.58 -0.08
N -0.63 3.13 0.38 0.09
C -1.93 2.84 0.59 -0.84
S -3.09 2.53 -0.60 0.54
H -3.38 3.16 3.55 0.09
H -3.36 1.53 2.81 0.03
H -4.18 2.87 1.98 0.06
H -0.82 3.34 3.61 0.11
H 1.08 3.58 1.63 0.11
H -0.19 2.99 -0.52 0.11
C -1.54 -3.96 4.83 -0.20
N -0.92 -2.79 5.46 -0.15
C 0.51 -3.06 5.61 -0.20
N 1.19 -3.46 4.38 -0.15
C 0.49 -4.61 3.82 -0.21
N -0.92 -4.36 3.58 -0.15
C -1.11 -3.31 2.56 -0.32
P -0.48 -1.51 3.00 0.57
C -1.19 -1.55 4.72 -0.27
C 1.23 -2.34 3.42 -0.24
H -2.59 -3.73 4.65 0.12
H -1.48 -4.80 5.53 0.12
H 0.62 -3.88 6.33 0.12
H 1.00 -2.18 6.02 0.12
H 0.58 -5.45 4.52 0.12
H 0.97 -4.89 2.88 0.12
H -2.17 -3.24 2.32 0.03
H -0.59 -3.62 1.64 0.07
H -2.26 -1.44 4.60 0.07
H -0.84 -0.70 5.29 0.07
H 1.91 -1.58 3.81 0.08
H 1.68 -2.71 2.49 0.07
C 3.29 -0.24 -3.87 -0.03
C 4.23 -0.67 -2.76 -0.20
C 5.52 -1.09 -3.07 -0.07
C 6.38 -1.54 -2.09 -0.11
C 5.93 -1.61 -0.78 -0.07
C 4.64 -1.21 -0.43 -0.20
C 4.15 -1.42 0.99 -0.05
C 3.80 -0.68 -1.43 -0.17
N 2.50 -0.24 -1.15 0.05
H 3.44 -0.87 -4.76 0.08
H 3.47 0.80 -4.16 0.08
H 2.25 -0.30 -3.57 0.05
H 5.84 -1.09 -4.11 0.10
H 7.39 -1.85 -2.34 0.09
H 6.57 -2.00 0.00 0.10
H 4.66 -2.28 1.43 0.08
H 3.07 -1.60 1.01 0.05
H 4.32 -0.56 1.63 0.08
```

Results
**Charge**: -1
**HOMO**: -3.34 eV
**Energy relative to the best compared isomer or geometry (same formula, charge and spin)**: 204.4 kJ/mol